Density functional theory data (ωB97M-V/def2-TZVPD) for 2 unconnected molecules or ions with the total composition C2H5O3P.

```
11
Properties=species:S:1:pos:R:3:forces:R:3
C -0.95405 0.82383 -0.12771 -0.93 0.98 -1.63
C -0.75753 2.20744 -0.79539 -3.87 0.23 1.36
O -0.21299 0.48478 0.74080 0.02 -1.00 0.61
O 2.15230 -3.63337 2.12184 0.09 -0.33 -0.38
O 1.22513 -2.29519 0.17109 -0.86 -0.30 0.95
P 2.16353 -3.56098 0.65202 -0.97 1.55 0.47
H -1.82073 0.13072 -0.58514 1.54 1.20 0.97
H 0.11595 2.70791 -0.51166 1.26 0.49 0.77
H -1.69449 2.93316 -0.64565 1.87 -1.67 0.05
H -0.76129 2.07318 -1.82476 0.11 -0.38 -2.13
H 0.54417 -1.87148 0.80455 1.73 -0.78 -1.04
```
Forces are in eV/Å.

Calculated values
Multiplicity ... 1
Frontier orbital gap ... 0.38207 hartree
SMILES string ... CC=O.O=PO
HOMO energy ... -10.32 eV
Total energy ... -17586.4428 eV

Results of the natural (NBO) charge analysis, in e, for atoms 1 through 5: 0.4566, -0.7092, -0.5338, -1.0211, -1.0417



Density functional theory data (ωB97M-V/def2-TZVPD) for 2 unconnected molecules or ions with the total composition C2H5O3PS.

```
12
Properties=species:S:1:pos:R:3:forces:R:3
C 0.26645 0.00267 -1.35764 1.46 1.65 -0.35
C 0.03574 -0.52167 1.24671 -4.58 -0.63 -1.55
O 0.92212 -2.95521 0.62299 -0.29 -3.15 0.70
O 2.35543 -0.93821 0.32454 -1.86 -1.29 -0.16
O 0.28047 -1.35821 -1.16456 0.87 -1.63 2.53
P -0.27809 1.03926 0.14643 1.47 -1.16 1.02
S 1.04800 -1.61055 0.34691 1.55 4.25 -2.37
H 1.29231 0.32032 -1.53868 0.23 0.17 0.11
H -0.18082 0.22885 -2.29101 -1.28 0.10 -0.61
H 0.19850 -0.50434 2.33181 -0.15 0.05 -0.54
H -1.54814 -1.31532 0.86917 3.62 1.68 1.22
H 1.10299 1.50589 0.33537 -1.04 -0.03 -0.01
```
Forces are in eV/Å.

Calculated values
Multiplicity ... 1
Frontier orbital gap ... 0.34401 hartree
HOMO energy ... -9.94 eV
Total energy ... -28416.9332 eV

Results of the natural (NBO) charge analysis, in e, for atoms 1 through 5: -0.3545, -0.8847, -0.8876, -0.9192, -0.6659



Density functional theory data (ωB97M-V/def2-TZVPD) for a molecular structure, C2H5O3PS.

```
12
Properties=species:S:1:pos:R:3:forces:R:3
C 1.00278 0.56881 1.18999 2.28 -3.41 -1.94
C -0.49275 -0.09227 -1.23023 0.13 -2.70 -2.23
O -2.04390 1.62459 -0.03661 0.12 1.10 0.49
O -1.16991 -0.98255 0.88482 0.56 -0.25 -0.06
O 1.06770 -1.73452 -0.02364 2.46 -3.08 0.23
P -2.25912 0.26097 -0.51938 0.03 -1.10 -0.74
S 0.15309 -0.72844 0.23163 -2.60 3.00 1.09
H 1.95834 0.45270 0.58162 -0.60 0.61 1.39
H 0.61654 1.49377 1.02337 -1.51 2.56 -0.35
H 1.10544 0.30162 2.23666 -0.02 -0.22 -0.10
H 0.08072 0.46270 -1.93235 0.36 0.96 -0.05
H -0.01892 -1.62739 -2.40588 -1.22 2.52 2.28
```
Forces are in eV/Å.

Calculated values
Multiplicity ... 1
Frontier orbital gap (spin up / spin down) ... 0.29914 / 0.29739 hartree
HOMO energy (spin up / spin down) ... -9.51 / -9.50 eV
Total energy ... -28416.4629 eV

Results of the natural (NBO) charge analysis, in e, for atoms 1 through 5: -0.8268, -0.9368, -1.0529, -0.9583, -0.9123



Density functional theory data (ωB97M-V/def2-TZVPD) for 2 unconnected molecules or ions with the total composition C2H5O3S.

```
11
Properties=species:S:1:pos:R:3:forces:R:3
C 1.34200 -0.87896 0.11287 -0.34 -1.11 -0.47
C 0.92039 1.38683 -0.26199 -0.10 -1.31 2.24
O -3.48459 0.88088 -0.14254 -0.56 0.68 -0.25
O -2.56400 -1.41040 -0.35736 0.12 -0.80 -0.37
O 1.56310 0.41630 0.56351 -0.35 2.17 -1.16
S -2.48199 -0.09949 0.33295 0.50 0.15 0.64
H 1.73322 -1.02336 -0.90882 -0.04 0.04 0.26
H 0.26776 -1.12141 0.10019 0.19 0.04 0.02
H 1.86159 -1.56119 0.79011 -0.05 0.06 -0.05
H -0.10819 1.07708 -0.50169 0.30 -0.07 -0.56
H 0.95072 2.33372 0.27279 0.35 0.16 -0.30
```
Forces are in eV/Å.

Calculated values
Multiplicity ... 1
Frontier orbital gap (spin up / spin down) ... 0.17735 / 0.31336 hartree
Total charge ... -1
HOMO energy (spin up / spin down) ... -1.51 / -4.72 eV
Total energy ... -19130.9907 eV

Results of the natural (NBO) charge analysis, in e, for atoms 1 through 5: -0.2617, -0.1187, -1.0126, -1.0198, -0.5210



Largest force on an atom in eV/A, matching the order above: 4.107; 5.105; 4.538; 2.596
ΔE to the lowest compared entry with this formula, charge and spin in kcal per mole, matching the order above: 20.3; 140.4; 151.3; 61.6